Entry 1:
Density functional theory data (ωB97M-V/def2-TZVPD) for a molecular structure, C39H47BF2GeN7PTeTl.

total charge	+1
electronic energy	-4980.87191	Ha

The geometry in XYZ format:
```
100
Properties=species:S:1:pos:R:3:lowdin_charge:R:1
C -3.621 -3.535 1.431 -0.4348
H -0.757 -4.626 -0.153 0.0405
C 3.794 1.673 -0.730 -0.2758
F -0.052 -0.558 -1.912 0.0653
H 1.690 -7.371 -2.565 0.1071
H 5.491 -0.281 -5.989 0.1077
H 4.862 2.962 1.656 0.0487
H 0.526 3.518 1.851 0.1329
H 3.292 -1.296 -6.489 0.1079
C 3.656 -1.263 -5.469 -0.0771
Ge 2.247 -2.420 -1.666 1.0153
H -3.676 -0.737 0.390 0.1101
C 2.055 -6.629 -1.866 -0.0784
H 3.584 -6.386 1.149 0.1065
H 2.701 -1.661 -0.390 -0.0100
H 1.927 -2.241 -4.678 0.1009
N -5.037 0.573 1.284 -0.0785
C -4.874 -7.008 0.538 -0.0760
C 3.818 2.723 1.872 -0.2948
C -2.747 2.042 1.985 -0.1987
C 0.642 8.569 2.220 -0.2173
C 4.579 -1.170 -2.851 -0.1397
C 0.077 8.494 0.953 -0.0038
N -4.064 2.653 2.088 -0.0809
H -0.435 7.232 -0.692 0.1152
H 2.718 -8.081 -0.430 0.1069
B 0.259 -1.873 -1.898 -0.7647
C 3.118 -6.076 0.221 -0.0824
C -3.685 -7.655 0.224 -0.0755
C -3.650 -4.989 1.027 -0.2898
H 6.315 -0.205 -3.658 0.1075
H -3.451 -0.491 2.134 0.1073
C -4.387 3.271 0.795 -0.1604
H -2.310 2.468 -0.586 0.1055
H -4.260 -3.334 2.289 0.0608
C 0.660 9.818 2.944 -0.1681
C 0.345 4.686 -1.160 -0.0276
H -6.341 1.679 0.075 0.1293
H -0.393 -5.474 1.348 0.0553
H 0.351 5.490 -1.876 0.1258
F -0.769 -2.704 -1.941 0.1873
H 0.171 2.788 -2.254 0.1169
C -5.346 1.239 0.012 -0.1563
H 3.703 2.580 2.948 0.0410
C -5.044 1.588 2.344 -0.1568
C 4.688 0.096 1.438 -0.2963
C -3.047 1.695 -0.364 -0.1759
H 1.502 -4.983 -3.114 0.1045
C 0.456 3.665 0.783 -0.1969
H 4.717 -0.020 2.523 0.0418
H -1.550 -7.473 0.076 0.1151
H -3.697 -8.695 -0.081 0.1063
H -2.009 2.822 1.783 0.1048
H -3.028 0.949 -1.161 0.1323
H 5.644 0.502 1.098 0.0475
H 4.955 -1.142 -1.833 0.0909
P 3.300 1.203 0.974 0.7173
H 4.544 -0.893 0.999 0.0100
Tl 0.071 0.178 0.895 0.7166
H -3.658 4.055 0.583 0.1257
H -3.927 -2.887 0.610 0.0443
H 3.380 -3.986 0.620 0.0901
H -2.505 1.557 2.934 0.1292
C 2.422 -4.313 -1.281 -0.3365
C -2.483 -6.973 0.315 -0.0370
H -6.038 2.031 2.402 0.1294
C 1.954 -5.279 -2.173 -0.1090
C 2.637 -7.027 -0.668 -0.0798
H 4.823 2.039 -0.741 0.0512
N 0.670 10.805 3.532 0.1759
C 2.885 -1.790 -4.441 -0.1095
Te -1.581 -3.123 1.943 1.1834
C -4.856 -5.681 0.935 -0.0383
C -3.699 0.003 1.192 -0.2056
H 1.604 5.347 2.584 0.1072
C 1.147 6.219 2.132 -0.0013
C 3.005 -4.725 -0.081 -0.1212
C -1.149 -4.897 0.825 -0.4296
H -0.333 9.382 0.493 0.1300
H -5.339 0.501 -0.791 0.1294
N 0.475 4.892 0.200 0.0003
H -5.376 3.724 0.858 0.1290
N 0.333 2.709 -0.107 -0.0373
C 3.338 -1.747 -3.121 -0.3321
H 1.638 7.490 3.784 0.1293
H 3.714 0.813 -1.396 0.0086
C 1.182 7.426 2.805 -0.0048
H 3.131 2.456 -1.104 0.0267
C 0.267 3.342 -1.332 -0.1262
N -2.671 1.031 0.907 -0.1663
C 5.352 -0.648 -3.879 -0.0763
C -2.457 -5.640 0.721 -0.2883
H -5.783 -5.175 1.182 0.1170
C 0.555 6.146 0.878 -0.1730
H -4.817 1.114 3.300 0.1291
N -4.374 2.296 -0.300 -0.0810
C 0.030 7.284 0.284 0.0038
H 3.200 3.570 1.563 0.0108
H -5.815 -7.541 0.480 0.1063
C 4.889 -0.690 -5.188 -0.0757
```

Entry 2:
Density functional theory data (ωB97M-V/def2-TZVPD) for a single C4H11N3S molecule at a distorted geometry.

relative energy (zero: lowest compared OMol25 entry of this formula, charge and spin)	142.8	kcal per mole

The geometry in XYZ format:
```
19
Properties=species:S:1:pos:R:3:lowdin_charge:R:1
H -0.492 2.210 1.320 0.0842
H 0.223 -2.538 -3.122 0.0679
C 0.338 0.308 0.824 -0.3607
C -0.007 1.783 0.441 -0.0459
H -0.141 1.044 -2.593 -0.0511
S 0.047 -0.899 -1.751 0.7464
H -2.135 -1.828 0.333 0.0445
C -0.813 -0.622 1.368 -0.2916
H -1.214 -0.107 2.248 0.1163
H -0.464 -1.399 1.899 0.0619
C 1.094 -0.375 -0.376 -0.2711
H 1.909 0.290 -0.825 0.1296
N -0.034 0.127 -2.927 -0.2653
H 1.463 -1.314 -0.086 0.0548
H -0.556 1.717 -0.497 0.0653
H 1.021 0.399 1.574 0.0893
H 0.956 2.212 0.423 0.0599
N 0.596 -2.240 -2.135 -0.3177
N -1.958 -0.815 0.496 0.0832
```

Entry 3:
Density functional theory data (ωB97M-V/def2-TZVPD) for 3 unconnected molecules or ions with the total composition C2H11N4 at a distorted geometry.

total charge	+1
relative energy (zero: lowest compared OMol25 entry of this formula, charge and spin)	123.6	kcal per mole

The geometry in XYZ format:
```
17
Properties=species:S:1:pos:R:3:lowdin_charge:R:1
H -0.495 -3.169 -0.189 0.0518
H 0.280 -3.331 1.084 0.0736
N 1.954 0.231 0.518 0.1112
H -0.634 3.149 0.017 0.0321
H -0.391 -1.327 0.475 0.0114
H 1.044 -3.075 -0.194 0.1005
N 0.866 0.987 -0.030 -0.0409
C -1.359 2.725 -0.678 0.2208
H 1.015 1.838 -0.445 0.0985
H -1.261 2.618 -1.710 0.0124
N 0.212 -2.699 0.306 0.0509
H 2.605 0.374 -0.256 0.1082
H -1.862 -0.656 0.337 0.1238
H -2.316 2.801 -0.200 0.0319
N -0.895 -0.396 0.399 0.1422
H 1.611 -0.725 0.625 0.0648
C -0.372 0.656 -0.058 -0.1928
```

Entry 4:
Density functional theory data (ωB97M-V/def2-TZVPD) for a single C6H6ClFN2O2S molecule at a distorted geometry.

relative energy (zero: lowest compared OMol25 entry of this formula, charge and spin)	52.3	kcal per mole

The geometry in XYZ format:
```
19
Properties=species:S:1:pos:R:3:lowdin_charge:R:1
C 0.084 1.168 0.213 -0.0153
C -0.359 -2.565 -0.635 -0.3562
S -1.471 -2.535 -2.046 0.3882
Cl -3.351 -2.721 -1.097 0.3528
H 2.257 0.250 -1.014 0.1254
O -1.445 -1.225 -2.606 -0.3307
H -1.543 -1.038 0.109 0.1351
O -1.285 -3.619 -2.975 -0.3070
H -0.049 1.482 1.284 0.1012
N 0.459 -0.292 -0.005 -0.1645
H -0.747 1.354 -0.439 0.0733
H -0.195 -1.884 1.182 0.1150
C 0.003 -3.863 -0.342 -0.2730
F 2.608 -2.342 -1.965 0.1869
N 0.243 -5.008 -0.110 0.1861
H 0.866 1.788 -0.239 0.0769
C 1.531 -0.498 -0.891 -0.0698
C -0.443 -1.380 0.294 -0.1740
C 1.681 -1.669 -1.459 -0.0506
```

Entry 5:
Density functional theory data (ωB97M-V/def2-TZVPD) for a single C4H10N2O molecule at a distorted geometry.

structure (SMILES)	CCNC(=O)CN
relative energy (zero: lowest compared OMol25 entry of this formula, charge and spin)	40.7	kcal per mole

The geometry in XYZ format:
```
17
Properties=species:S:1:pos:R:3:lowdin_charge:R:1
H 2.619 -0.314 0.553 0.1125
N -2.483 0.165 0.350 0.0143
H -3.326 -0.373 0.516 0.0781
H -2.809 1.012 -0.101 0.0685
H -0.909 0.134 -1.077 0.0969
C -0.517 -1.171 0.633 -0.4685
N 0.617 -0.435 0.984 0.0198
C 1.672 1.282 -0.572 -0.0988
C -1.466 -0.511 -0.401 -0.2158
H 0.676 1.676 -0.766 0.0560
C 1.676 -0.108 0.051 -0.2586
H 0.817 -0.270 1.954 0.1277
H 1.633 -0.846 -0.763 0.1189
H -1.793 -1.385 -0.990 0.1148
H 2.098 2.032 0.108 0.0689
O -0.755 -2.284 1.014 0.0963
H 2.248 1.394 -1.491 0.0689
```

Entry 6:
Density functional theory data (ωB97M-V/def2-TZVPD) for 7 unconnected molecules or ions with the total composition C28H53Br2NO22P at a distorted geometry.

total charge	-1
electronic energy	-8298.14386	Ha

The geometry in XYZ format:
```
107
Properties=species:S:1:pos:R:3:lowdin_charge:R:1
H -6.013 1.368 -0.746 0.0829
H -5.471 -7.508 3.382 0.0906
C 4.415 -0.186 -1.570 -0.8380
H 2.129 -2.039 1.024 0.0995
H 1.215 -7.479 -0.460 0.0777
O -1.967 6.677 2.370 0.0352
C -0.332 6.464 5.421 -0.0418
C -0.344 -4.294 -5.445 -0.0349
H -4.891 -5.911 3.883 0.0984
H 1.746 -3.612 1.732 0.0834
C -1.937 6.033 1.087 -0.2057
H -0.883 0.867 -7.155 0.1218
H -0.422 -4.462 1.637 0.0800
H -7.010 2.583 -1.573 0.0780
H 2.674 3.074 4.294 0.1207
O 5.512 2.830 -1.870 -0.0654
C -3.169 1.876 -2.546 -0.6102
H -5.981 -6.075 2.476 0.0941
O 2.219 3.283 6.266 0.0461
H -1.334 -4.709 -5.627 0.0991
H 0.702 6.482 5.089 0.0856
C -1.049 6.248 3.237 -0.6119
H -2.507 6.676 0.417 0.1203
C 1.000 -7.442 -1.527 -0.0621
H 4.611 4.667 6.041 0.0729
H 0.656 3.768 10.121 0.0899
O -0.221 5.405 3.028 0.1306
C -4.908 3.051 -1.512 -0.2209
H 5.794 -0.394 0.302 0.0231
O -3.699 1.943 -3.625 0.1169
P 5.142 0.786 -0.092 0.8638
C -1.924 -4.836 0.141 -0.1937
O 5.775 1.572 1.433 -0.3811
H -2.025 -0.271 -3.665 0.0980
C -1.123 -0.156 -7.441 -0.2066
H 3.868 0.995 0.459 -0.0051
H 4.788 2.975 5.611 0.0856
H 0.015 -4.641 -4.479 0.0826
C 2.322 -3.106 0.958 -0.0328
C 2.872 3.795 5.084 -0.1920
H -3.575 4.713 1.551 0.0810
C 2.027 4.160 7.238 -0.6211
O -0.414 -2.870 -5.376 0.0061
H 4.842 4.220 4.348 0.0658
H 2.214 4.575 9.875 0.0971
O -4.022 -6.728 2.189 0.0032
H -1.327 1.268 -4.249 0.0955
O 1.444 3.526 8.264 0.0005
H 2.964 -6.729 -2.105 0.1256
H 3.494 -1.078 -4.034 0.0420
H -0.638 -3.144 0.467 0.0819
H -0.915 5.992 0.709 0.1269
C 3.262 0.009 -2.176 -0.8143
O -4.168 -4.557 1.585 0.1257
O -0.799 -0.969 -6.305 0.0257
H 2.417 4.738 4.783 0.1130
H 0.721 5.259 9.168 0.0908
H 0.351 -4.616 -6.218 0.0974
O 1.893 -3.548 -0.333 -0.0113
H -1.243 -5.291 -0.576 0.1061
H -2.617 4.222 0.137 0.0670
O 4.466 3.089 2.102 -0.0228
C 6.106 1.979 -1.196 -0.8828
H -3.209 -0.024 -6.921 0.0813
C 4.365 3.925 5.280 -0.0634
H -0.488 -0.417 -8.287 0.1238
Br 2.115 1.435 -1.576 0.7316
H 2.191 -1.660 -2.917 0.0767
C 2.714 -0.796 -3.336 -0.1728
O -0.814 -2.824 -7.600 0.1248
C -1.429 0.600 -3.396 -0.0354
H -1.817 -3.404 1.757 0.0804
C -0.684 -2.274 -6.539 -0.6111
H -0.440 0.267 -3.098 0.0600
H -2.853 -1.262 -8.116 0.0736
H -2.686 -4.302 -0.428 0.1269
H -4.909 3.731 -2.364 0.1248
O 2.323 5.327 7.219 0.1112
C 1.253 4.342 9.417 -0.0512
O -2.517 -5.924 0.870 0.0415
H -1.992 3.985 1.772 0.0806
H 3.386 -3.276 1.105 0.1006
H -0.441 7.143 6.263 0.0941
C 2.217 -4.807 -0.611 -0.6131
H 1.123 -8.445 -1.937 0.0795
O 1.686 -5.118 -1.799 0.0228
H -5.004 3.657 -0.612 0.1110
O -1.214 6.908 4.386 0.0066
C -6.052 2.062 -1.587 -0.0653
C -5.160 -6.529 3.027 -0.0465
C -1.155 -3.905 1.051 -0.0540
H -5.998 1.468 -2.499 0.0735
C -3.623 -5.627 1.545 -0.6143
H -0.610 5.460 5.740 0.1012
H -2.841 0.440 -8.595 0.0796
N 5.429 2.899 1.436 -0.1227
O 7.308 1.792 -1.142 -0.0436
O 2.858 -5.544 0.089 0.1294
H -0.043 -7.141 -1.637 0.0698
O -3.644 2.387 -1.406 0.0232
Br 5.543 -1.607 -2.264 0.6583
H 1.706 -6.472 -3.304 0.1142
H 1.941 -0.199 -3.823 0.0407
C -2.593 -0.254 -7.791 -0.0621
O -2.019 1.271 -2.277 0.0133
C -2.567 4.657 1.136 -0.0590
C 1.915 -6.463 -2.234 -0.2139
```